1.
Molecular formula: H8O3S2
Method: DFT, the ωB97M-V functional and the def2-TZVPD basis

Summary:
relative energy (zero: lowest compared OMol25 entry of this formula, charge and spin) = 88.2 kJ/mol
orbital gap = 8.7 eV
E_LUMO = 0.02 eV
HOMO level = -8.7 eV
multiplicity = 1

Positions of all 13 atoms, in Å:
S: 4.0822 -0.3314 -1.6247
S: 2.1116 0.1024 -0.9861
H: 4.1763 -1.4374 -0.8754
H: 2.1101 1.1834 -1.7774
H: -0.7954 0.5672 6.6064
H: 0.4896 1.1638 7.2876
O: -0.1039 0.4139 7.2510
H: -2.6885 -3.4099 -4.9554
H: -2.9790 -4.7837 -4.3182
O: -2.9183 -3.8444 -4.1147
H: -1.0688 4.2189 -1.0179
H: -1.0526 2.6888 -0.9796
O: -1.3633 3.4683 -0.4956


2.
Molecular formula: C4H9N
Method: DFT, the ωB97M-V functional and the def2-TZVPD basis

Summary:
net charge = -1
relative energy (zero: lowest compared OMol25 entry of this formula, charge and spin) = 35.9 kJ/mol
orbital gap (alpha / beta) = 3.1 / 8.6 eV
E_LUMO (alpha / beta) = 4.60 / 4.50 eV
HOMO level (alpha / beta) = 1.5 / -4.1 eV
multiplicity = 2

Positions of all 14 atoms, in Å:
C: -0.5460 -0.4667 -1.5711
C: -0.9636 -0.0636 -0.1316
C: 0.2477 0.2697 0.6998
C: 0.6910 1.5092 0.9331
N: 0.9699 -0.8452 1.0700
H: 0.5182 -0.7098 -1.6237
H: -0.6916 0.4269 -2.1834
H: -1.1398 -1.2677 -2.0150
H: -1.3565 -0.9476 0.3738
H: -1.7576 0.6764 -0.1786
H: 0.0880 2.3607 0.6351
H: 1.5652 1.5956 1.5643
H: 0.8475 -1.6824 0.5216
H: 1.5277 -0.8554 1.9056


3.
Molecular formula: C36H64NO12
Method: DFT, the ωB97M-V functional and the def2-TZVPD basis

Summary:
net charge = +1
orbital gap = 5.0 eV
E_LUMO = -5.18 eV
HOMO level = -10.2 eV
multiplicity = 1

Positions of all 113 atoms, in Å:
C: 3.5143 -1.3277 3.4256
C: 2.7254 -0.0133 3.0744
C: 3.4326 1.2656 2.9422
C: 2.7046 2.5078 2.6563
C: 1.2554 2.4391 2.4827
C: 0.4243 3.7457 2.2167
C: 0.2298 4.4189 3.6589
C: 1.1753 4.7918 1.2875
C: 0.5249 1.1591 2.5874
O: -0.8638 1.1832 2.4258
C: -1.3827 -0.0550 1.9671
O: -2.7161 0.2070 1.4894
C: -3.5967 0.4249 2.5121
O: -3.3205 0.2234 3.6711
C: -5.0410 0.9589 2.1194
C: -5.4563 1.2872 0.7473
C: -6.8086 1.7416 0.5117
N: -7.7290 1.8932 1.5424
C: -7.4010 1.6150 2.8498
C: -8.4412 1.8386 3.9842
C: -6.0751 1.1485 3.1897
C: 1.2737 -0.0656 2.8784
H: 2.8448 -1.9439 4.0760
H: 3.7386 -1.8541 2.4649
H: 4.4559 -1.0940 3.9899
H: 4.5418 1.3205 3.0627
H: 3.1857 3.5054 2.5654
H: -0.5621 3.5278 1.7241
H: 1.2223 4.8430 3.9709
H: 0.0256 3.5759 4.3797
H: -0.6054 5.1608 3.6833
H: 1.9492 4.3425 0.6177
H: 0.4249 5.3082 0.6199
H: 1.5822 5.5972 1.9588
H: -0.7924 -0.3682 1.0555
H: -1.3189 -0.8952 2.7012
H: -4.7422 1.1903 -0.1097
H: -7.1917 2.0341 -0.4986
H: -8.6850 2.2183 1.3634
H: -7.8796 1.8002 4.9522
H: -8.8940 2.8590 3.8076
H: -9.2950 1.1158 3.9796
H: -5.7627 0.9136 4.2336
H: 0.7844 -1.0611 2.9723
C: 6.4139 1.4670 -5.2276
O: 5.4662 0.8447 -4.3849
C: 5.5020 -0.5739 -4.4928
C: 4.9102 -1.2189 -3.2517
O: 5.8194 -1.2596 -2.1538
C: 6.0472 -0.0218 -1.4840
C: 4.8825 0.4055 -0.6072
O: 3.8608 1.0045 -1.3941
C: 2.6089 0.9860 -0.7406
H: 6.2165 1.2233 -6.2770
H: 6.3348 2.5457 -5.0923
H: 7.4290 1.1595 -4.9538
H: 6.5331 -0.9198 -4.6264
H: 4.9089 -0.8550 -5.3724
H: 4.6981 -2.2651 -3.4884
H: 3.9644 -0.7561 -2.9652
H: 6.3358 0.7614 -2.1872
H: 6.9077 -0.2015 -0.8342
H: 5.2250 1.1531 0.1196
H: 4.4887 -0.4674 -0.0718
H: 2.2897 -0.0467 -0.5562
H: 1.8761 1.4606 -1.3945
H: 2.6581 1.5404 0.2012
C: 1.4141 1.1086 -8.2694
O: 2.3100 0.6097 -9.2391
C: 3.6576 0.9717 -8.9626
C: 4.6199 0.0207 -9.6523
O: 4.7869 -1.2108 -8.9525
C: 3.7036 -2.1341 -9.0429
C: 3.6162 -2.8213 -10.3948
O: 2.9877 -1.9702 -11.3441
C: 3.2922 -2.3385 -12.6737
H: 1.4458 2.2029 -8.2374
H: 0.4076 0.7908 -8.5422
H: 1.6499 0.6962 -7.2818
H: 3.8421 0.9554 -7.8819
H: 3.8105 1.9903 -9.3409
H: 5.6084 0.4880 -9.6522
H: 4.3455 -0.1500 -10.6942
H: 2.7589 -1.6640 -8.7638
H: 3.9153 -2.8989 -8.2909
H: 3.0068 -3.7297 -10.3059
H: 4.6236 -3.0917 -10.7330
H: 4.3691 -2.2575 -12.8566
H: 2.7774 -1.6495 -13.3428
H: 2.9496 -3.3580 -12.8805
C: -3.5098 -3.0160 10.3470
O: -4.2414 -3.2837 9.1672
C: -5.5995 -3.6077 9.4383
C: -6.4608 -3.3590 8.2131
O: -6.8014 -1.9831 8.0382
C: -5.7595 -1.1375 7.5625
C: -5.4588 -1.3343 6.0859
O: -4.6409 -2.4807 5.9036
C: -4.7337 -2.9895 4.5894
H: -3.4992 -3.8912 11.0043
H: -2.4860 -2.7732 10.0633
H: -3.9348 -2.1547 10.8738
H: -5.9747 -3.0080 10.2753
H: -5.6406 -4.6704 9.7071
H: -7.4129 -3.8741 8.3637
H: -6.0110 -3.7733 7.3099
H: -4.8618 -1.2314 8.1759
H: -6.1336 -0.1181 7.6964
H: -4.9125 -0.4704 5.6831
H: -6.4002 -1.4507 5.5311
H: -5.7608 -3.3089 4.3797
H: -4.0810 -3.8583 4.5117
H: -4.4156 -2.2361 3.8598